The following is a DFT calculation (ωB97M-V/def2-TZVPD) of a cluster of 2 separate species, C3H11N3S in total in a non-equilibrium geometry.

## Properties
E   -18575.61060 eV
Energy relative to the best compared isomer or geometry (same formula, charge and spin)   1.474 eV
Gap between HOMO and LUMO   8.573 eV
E_LUMO   -7.74 eV
HOMO   -16.311 eV
Total charge   +2

Each line ends with the Löwdin charge.
CARTESIAN COORDINATES (ANGSTROEM)
C  -6.9927  -3.8432  -2.4969  -0.6153
C  1.8179  1.1008  2.1448  -0.0113
C  2.1654  1.7239  -0.1073  -0.0637
N  -7.1139  -2.7967  -3.2059  0.2034
N  4.0823  0.8722  1.2617  0.2406
N  2.6727  0.7976  0.8804  -0.2234
S  -6.8575  -5.0800  -1.6055  1.1059
H  1.6671  2.2085  2.4286  0.1296
H  0.8278  0.7247  2.0043  0.0904
H  2.3855  0.7355  2.8935  0.0348
H  2.2606  2.6779  0.2157  0.0522
H  2.9077  1.5637  -0.9247  0.1147
H  1.1412  1.6079  -0.3390  0.1017
H  -7.4599  -2.0206  -2.6567  0.1717
H  -6.6377  -2.7722  -4.0484  0.1343
H  4.2048  0.1287  1.8549  0.1406
H  4.5471  0.5713  0.3144  0.2352
H  4.3816  1.7998  1.3861  0.1588

Forces on atoms 1 to 2 (eV/Å):
C 0.2956 -2.4509 1.4995
C 0.3726 2.4842 -2.4315

The following is a DFT calculation (ωB97M-V/def2-TZVPD) of a structure of composition C3H11N4 in a non-equilibrium geometry.

## Properties
E   -9240.15100 eV
Energy relative to the best compared isomer or geometry (same formula, charge and spin)   4.092 eV
Gap between HOMO and LUMO   9.802 eV
E_LUMO   -4.35 eV
HOMO   -14.151 eV
Total charge   +1

Each line ends with the Löwdin charge.
CARTESIAN COORDINATES (ANGSTROEM)
C  0.8154  1.4408  0.7338  -0.0040
C  1.0027  -0.3292  -1.8988  0.0759
C  0.8516  -0.1284  0.4239  -0.4179
N  -2.2601  -0.6833  -0.6264  0.0490
N  -2.5739  0.0013  0.3038  0.1602
N  0.2829  -0.4197  -0.8964  -0.0007
N  0.1249  -0.8544  1.4215  0.0487
H  0.8496  2.0657  -0.2488  0.1227
H  0.0054  1.7929  1.1887  0.0045
H  1.5895  1.7521  1.4342  0.0895
H  0.5922  -0.5104  -2.8029  0.0635
H  2.1357  -0.1236  -1.9174  0.1548
H  -1.0270  -0.7421  -0.9773  0.1246
H  1.8812  -0.4455  0.5055  0.1385
H  -3.0759  -0.9114  -1.2198  0.1442
H  0.5165  -1.7438  1.4833  0.0677
H  -1.6737  0.3341  0.7300  0.0643
H  -0.0371  -0.4951  2.3633  0.1143

Forces on atoms 1 to 2 (eV/Å):
C 3.1427 -0.9783 -3.8105
C 3.8951 0.4658 0.4714

Q: Which value of E_LUMO does entry 2 give?
A: -4.35 eV

Q: Which of these has the lowest E_LUMO?
A: C3H11N3S

Q: Which formula does entry 1 have?
A: C3H11N3S